No. 1
Computed, not measured: C13H26NO4P2Rh as an isolated structure at a distorted geometry, with ωB97M-V/def2-TZVPD.

Properties
<S²>   6.046
DFT total energy   -1659.26519 Ha
2S+1   5
Highest occupied orbital energy (alpha / beta)   -0.5688 / -0.6023 Eh
Orbital gap (alpha / beta)   8.770 / 5.999 eV
Net charge   +2

Each line ends with the Mulliken spin population.
CARTESIAN COORDINATES (ANGSTROEM)
Rh  -0.19  -0.67  0.72  2.02
P  2.09  -0.61  0.42  0.19
C  2.34  0.64  -0.80  0.55
C  1.18  0.94  -1.56  -0.05
N  -0.06  0.54  -1.08  0.17
C  -1.17  0.79  -1.77  0.06
C  -1.12  1.41  -3.02  0.16
C  0.10  1.81  -3.55  -0.02
C  1.26  1.58  -2.83  0.18
C  -2.49  0.39  -1.21  0.00
P  -2.25  0.20  0.61  0.08
H  2.25  1.85  -3.18  0.00
H  -2.04  1.57  -3.53  0.01
H  0.16  2.29  -4.52  0.00
H  -3.26  1.12  -1.47  0.00
H  -2.83  -0.59  -1.58  0.00
H  2.51  3.06  0.14  0.00
H  3.32  0.95  -1.19  -0.02
H  0.87  3.32  2.31  0.00
O  2.28  3.65  0.87  0.00
H  2.91  4.39  0.71  0.00
H  -0.17  0.23  2.05  0.07
O  0.47  2.77  3.03  0.01
H  -0.45  2.68  2.75  0.00
C  -2.67  1.87  1.20  0.02
H  -3.66  2.21  0.83  0.00
H  -2.70  1.79  2.30  0.00
H  -1.89  2.57  0.87  0.00
C  -3.70  -0.77  1.07  0.04
H  -3.69  -0.76  2.18  0.00
H  -4.65  -0.36  0.69  0.01
H  -3.53  -1.79  0.69  0.00
C  2.76  -2.16  -0.20  0.06
H  3.81  -1.99  -0.46  0.01
H  2.68  -2.92  0.59  0.00
H  2.18  -2.45  -1.08  0.00
C  3.09  -0.20  1.85  0.06
H  3.04  -1.08  2.51  0.01
H  4.12  -0.03  1.50  0.01
H  2.67  0.69  2.34  -0.01
C  -0.47  -4.75  -0.10  0.01
C  -0.59  -3.33  0.44  -0.03
O  -0.80  -3.03  1.64  0.13
O  -0.41  -2.43  -0.48  0.23
H  -0.75  -5.50  0.65  0.00
H  0.57  -4.97  -0.38  0.00
H  -1.15  -4.88  -0.95  0.00

***

No. 2
Computed, not measured: a 2-piece molecular cluster, C21H36I2NO7PSSi overall at a distorted geometry, with ωB97M-V/def2-TZVPD.

Properties
DFT total energy   -3027.68437 Ha
Highest occupied orbital energy   -0.3178 Eh
Orbital gap   7.293 eV
SMILES string   CCOC(=O)CCC[C@@H](O[C@H]([C@H](I)[C@H](C)I)[C@H](N)[Si](C)(C)C)P(O)(O)=S.O=C1C=CC(=O)C=C1

Each line ends with the Mulliken charge.
CARTESIAN COORDINATES (ANGSTROEM)
C  -0.37  4.87  0.19  -1.04
C  -0.48  4.41  -1.26  -0.26
O  0.63  3.54  -1.52  -0.35
C  0.33  2.32  -2.00  0.33
O  -0.56  2.09  -2.73  -0.54
C  1.34  1.27  -1.59  -0.30
C  0.99  -0.15  -2.01  -0.78
C  0.00  -0.94  -1.12  -1.05
C  0.33  -0.95  0.37  0.51
O  -0.39  -1.87  1.16  -0.26
C  -1.64  -1.59  1.81  -0.12
C  -2.71  -0.96  0.90  -0.87
I  -2.68  1.15  0.60  0.14
C  -4.13  -1.51  1.15  -0.88
C  -4.69  -1.40  2.54  -1.23
I  -4.32  -3.49  0.30  0.09
C  -1.59  -1.11  3.28  -0.20
N  -2.32  0.14  3.58  -0.30
Si  0.14  -0.92  4.13  0.30
C  1.21  0.45  3.37  -0.74
C  0.99  -2.56  4.49  -1.28
C  -0.30  -0.24  5.86  -1.38
P  2.09  -1.63  0.44  0.31
O  2.38  -2.27  1.88  -0.37
O  3.17  -0.44  0.28  -0.47
S  2.41  -3.06  -0.84  -0.44
H  0.54  5.46  0.31  0.34
H  -0.39  4.04  0.87  0.18
H  -1.20  5.52  0.44  0.37
H  -1.45  3.93  -1.38  0.34
H  -0.38  5.28  -1.90  0.30
H  2.23  1.55  -2.15  0.40
H  1.61  1.40  -0.55  0.30
H  0.51  -0.11  -2.98  0.54
H  1.92  -0.68  -2.16  0.49
H  -0.13  -1.94  -1.50  0.22
H  -0.95  -0.45  -1.32  0.32
H  0.30  0.09  0.70  0.13
H  -2.04  -2.59  1.89  0.02
H  -2.48  -1.39  -0.06  0.69
H  -4.76  -0.90  0.51  0.72
H  -4.85  -0.36  2.78  0.26
H  -4.13  -1.93  3.29  0.24
H  -5.68  -1.87  2.54  0.54
H  -2.05  -1.86  3.91  0.70
H  -1.73  0.95  3.64  0.28
H  -2.87  0.05  4.41  0.27
H  1.54  1.11  4.16  0.60
H  2.10  0.12  2.86  0.19
H  0.57  1.07  2.74  -0.05
H  0.63  -2.94  5.45  0.41
H  2.06  -2.44  4.47  0.34
H  0.70  -3.28  3.73  0.32
H  0.65  0.08  6.30  0.36
H  -0.92  0.64  5.83  0.37
H  -0.72  -1.01  6.50  0.35
H  2.65  -3.19  1.75  0.30
H  3.71  -0.40  1.09  0.34
C  2.82  -1.11  -6.28  -0.47
C  2.33  -1.03  -7.51  -0.39
C  1.57  0.17  -7.95  0.34
O  1.11  0.25  -9.07  -0.55
C  1.38  1.26  -6.97  -0.42
C  1.87  1.18  -5.73  -0.16
C  2.63  -0.02  -5.29  0.54
O  3.09  -0.10  -4.17  -0.52
H  3.38  -1.98  -5.93  0.44
H  2.45  -1.81  -8.24  0.40
H  0.82  2.13  -7.31  0.42
H  1.75  1.96  -5.00  0.37

***

No. 3
Computed, not measured: C47H45N7P2RuS2Se2 as an isolated structure, with ωB97M-V/def2-TZVPD.

Properties
<S²>   0.778
DFT total energy   -8578.01330 Ha
2S+1   2
Highest occupied orbital energy (alpha / beta)   -0.3608 / -0.3617 Eh
Orbital gap (alpha / beta)   6.145 / 6.281 eV
Net charge   +1

Each line ends with the Mulliken spin population.
CARTESIAN COORDINATES (ANGSTROEM)
Ru  -0.11  -0.01  0.72  0.95
C  2.03  2.70  -0.57  0.00
N  2.86  1.85  -1.38  0.01
C  3.23  0.62  -0.71  0.00
P  1.92  -0.67  -0.54  -0.04
C  1.58  -1.27  -2.23  0.00
C  1.62  -0.39  -3.31  -0.01
C  1.35  -0.84  -4.60  0.00
C  1.02  -2.17  -4.82  0.00
C  0.98  -3.05  -3.74  0.00
C  1.26  -2.61  -2.46  -0.01
C  3.08  -1.89  0.17  0.01
C  3.26  -2.00  1.55  0.01
C  4.26  -2.83  2.06  0.00
C  5.07  -3.56  1.21  0.00
C  4.90  -3.45  -0.17  0.00
C  3.92  -2.61  -0.68  0.00
C  3.83  2.45  -2.23  0.00
C  4.19  3.79  -2.10  0.00
C  5.12  4.36  -2.97  0.00
C  5.71  3.60  -3.96  0.00
C  5.37  2.26  -4.08  0.00
C  4.44  1.69  -3.23  0.00
P  0.28  2.13  -0.40  0.00
C  -0.26  2.06  -2.14  -0.02
C  -1.17  1.10  -2.57  0.06
C  -1.60  1.07  -3.89  0.01
C  -1.10  1.99  -4.80  0.00
C  -0.19  2.95  -4.38  0.00
C  0.22  2.99  -3.06  0.00
C  -0.36  3.72  0.21  0.01
C  0.18  4.25  1.38  0.00
C  -0.23  5.49  1.83  0.00
C  -1.19  6.21  1.12  0.00
C  -1.74  5.67  -0.03  0.00
C  -1.33  4.43  -0.49  0.00
H  1.93  3.67  -1.04  0.00
H  2.42  2.86  0.44  0.00
H  3.55  0.81  0.32  0.00
H  4.06  0.15  -1.23  0.00
H  1.85  0.66  -3.16  0.00
H  1.39  -0.14  -5.42  0.00
H  0.81  -2.52  -5.82  0.00
H  0.74  -4.09  -3.91  0.00
H  1.24  -3.31  -1.64  0.00
H  2.64  -1.44  2.23  0.01
H  4.39  -2.89  3.13  0.00
H  5.83  -4.20  1.61  0.00
H  5.54  -4.01  -0.84  0.00
H  3.81  -2.52  -1.76  0.00
H  3.78  4.40  -1.31  0.00
H  5.38  5.40  -2.85  0.00
H  6.43  4.04  -4.63  0.00
H  5.82  1.65  -4.85  0.00
H  4.17  0.64  -3.35  0.00
H  -1.55  0.38  -1.87  -0.02
H  -2.31  0.31  -4.21  0.00
H  -1.43  1.97  -5.83  0.00
H  0.19  3.68  -5.09  0.00
H  0.91  3.76  -2.76  0.00
H  0.91  3.69  1.95  0.00
H  0.19  5.90  2.74  0.00
H  -1.51  7.18  1.47  0.00
H  -2.50  6.22  -0.58  0.00
H  -1.79  4.01  -1.38  0.00
S  2.41  1.48  2.98  0.08
C  1.22  0.39  2.95  0.01
N  0.36  -0.44  2.95  0.00
C  -0.86  -3.57  3.92  0.00
N  -1.63  -3.97  2.74  0.00
C  -2.79  -4.72  2.77  0.00
C  -3.13  -4.96  1.49  0.00
N  -2.18  -4.36  0.70  0.00
C  -2.16  -4.44  -0.76  0.00
C  -1.28  -3.72  1.47  -0.01
Se  0.27  -2.78  0.95  -0.05
H  -1.53  -3.57  4.78  0.00
H  -0.43  -2.59  3.77  0.00
H  -0.05  -4.28  4.09  0.00
H  -3.24  -5.03  3.70  0.00
H  -3.95  -5.52  1.08  0.00
H  -3.06  -3.99  -1.16  0.00
H  -2.09  -5.49  -1.05  0.00
H  -1.29  -3.89  -1.12  0.00
C  -5.57  -0.52  1.05  0.00
N  -4.54  -0.81  2.03  0.00
C  -3.23  -0.98  1.80  0.01
Se  -2.38  -0.96  0.13  0.02
N  -2.61  -1.20  2.97  0.01
C  -3.53  -1.11  4.01  0.00
C  -3.40  -1.19  5.38  0.00
C  -4.56  -1.07  6.13  0.00
C  -5.80  -0.86  5.52  0.00
C  -5.93  -0.77  4.15  0.00
C  -4.77  -0.90  3.41  0.00
H  -5.11  -0.47  0.07  0.00
H  -6.01  0.45  1.27  0.00
H  -6.33  -1.30  1.07  0.00
H  -1.60  -1.05  3.05  0.00
H  -2.43  -1.33  5.85  0.00
H  -4.50  -1.12  7.21  0.00
H  -6.68  -0.76  6.15  0.00
H  -6.89  -0.60  3.68  0.00
S  -1.45  1.47  2.04  -0.05
C  -2.80  1.99  1.15  0.02
N  -3.75  2.30  0.56  -0.01